No. 1
The following is a DFT calculation (wB97M-V/def2-TZVPD) of a structure of composition C59H42Cl2CsN7O4SSe at a distorted geometry.

total charge: -2

Each line ends with the Mulliken charge.
Element x y z (Å)
Cs  -1.228881  1.915310  0.229471  2.529
C  -0.952996  0.242073  9.772917  -0.837
O  -0.809466  -0.851308  8.901503  -0.470
C  -0.779868  -0.573800  7.551804  1.043
C  -0.831916  0.705366  7.019611  -0.483
C  -0.797992  0.862765  5.635269  -0.334
C  -0.716017  -0.219528  4.773624  -0.717
C  -0.650093  -1.497033  5.337789  -0.168
C  -0.684410  -1.676438  6.707117  -0.829
C  -0.681996  -0.015939  3.296792  1.526
C  -1.807284  -0.481813  2.576384  -0.862
C  -2.897797  -1.280552  3.121748  -1.156
C  -3.608528  -1.734432  2.058584  -1.392
C  -2.992502  -1.158870  0.869668  -0.020
N  -1.953406  -0.397263  1.234740  0.756
C  -3.362520  -1.437276  -0.470962  1.138
C  -2.866897  -0.841988  -1.634091  -0.288
C  -3.314919  -1.173484  -2.985216  -1.492
C  -2.608122  -0.394617  -3.832065  -1.067
C  -1.673519  0.378482  -3.005183  -0.632
C  -0.587213  1.143970  -3.506639  1.350
C  -0.550954  1.358616  -4.981962  -0.348
C  -0.371225  0.304745  -5.868118  -0.493
C  -0.327477  0.497511  -7.246036  -0.586
C  -0.452798  1.780874  -7.757492  1.019
O  -0.425735  2.085482  -9.101127  -0.470
C  -0.292212  1.005555  -9.993635  -0.825
C  -0.610356  2.857969  -6.891711  -0.817
C  -0.657618  2.640678  -5.526936  -0.075
C  0.551166  1.575686  -2.782493  -0.692
N  0.734549  1.420029  -1.458073  1.387
C  2.021718  1.722241  -1.163318  -0.570
C  2.624405  1.581720  0.097960  1.526
C  4.096300  1.818551  0.157569  -1.387
C  4.642967  3.102285  0.142637  0.121
C  6.010578  3.304824  0.193765  -0.905
C  6.868984  2.212520  0.266869  1.115
O  8.213850  2.506930  0.316660  -0.475
C  9.098270  1.413689  0.394617  -0.840
C  6.350998  0.925780  0.286842  -0.551
C  4.972162  0.745307  0.231144  -0.571
C  2.019666  1.170197  1.316539  -0.801
C  2.682331  1.127367  2.612432  -1.484
C  1.747522  0.730929  3.512509  -1.198
C  0.520770  0.506222  2.765523  -0.753
N  0.741388  0.784000  1.459209  1.020
C  2.705222  2.133909  -2.386951  -1.413
C  1.794040  2.058907  -3.384572  -1.193
N  -1.917987  0.122091  -1.711681  0.295
C  -4.272900  -2.607953  -0.650860  -0.953
C  -3.749465  -3.870555  -0.869604  -0.258
C  -4.586441  -4.976869  -1.005148  -0.543
C  -5.959903  -4.815243  -0.920421  1.107
O  -6.867516  -5.848312  -1.033222  -0.476
C  -6.339155  -7.131140  -1.272976  -0.840
C  -6.504240  -3.552338  -0.697710  -0.842
C  -5.659245  -2.464532  -0.563332  0.075
H  -0.993497  -0.169523  10.779708  0.246
H  -1.875224  0.798142  9.574491  0.323
H  -0.104240  0.930364  9.700271  0.310
H  -0.901295  1.578282  7.652688  0.389
H  -0.835703  1.857217  5.204672  0.386
H  -0.563759  -2.351795  4.678768  0.633
H  -0.630744  -2.665229  7.143524  0.404
H  -3.072424  -1.504924  4.162422  0.513
H  -4.458788  -2.399034  2.078852  0.410
H  -4.069129  -1.902408  -3.239741  0.437
H  -2.689172  -0.365496  -4.907088  0.514
H  -0.248437  -0.693709  -5.466579  0.626
H  -0.182289  -0.356272  -7.891883  0.341
H  -0.321864  1.430807  -10.994996  0.234
H  -1.110604  0.287440  -9.880843  0.327
H  0.658003  0.480771  -9.852680  0.321
H  -0.696866  3.853848  -7.307050  0.389
H  -0.779376  3.480035  -4.852652  0.383
H  3.975786  3.953884  0.087504  0.443
H  6.432387  4.301874  0.182508  0.387
H  10.101965  1.832839  0.427545  0.237
H  9.008106  0.761591  -0.479496  0.328
H  8.924255  0.821245  1.298143  0.323
H  6.992479  0.058442  0.341038  0.391
H  4.562201  -0.257525  0.244181  0.707
H  3.717651  1.360987  2.810633  0.462
H  1.889498  0.572106  4.570790  0.519
H  3.744381  2.412936  -2.475421  0.430
H  1.964626  2.257889  -4.432300  0.456
H  -2.672153  -4.004898  -0.901061  0.429
H  -4.137808  -5.948883  -1.150574  0.430
H  -7.191867  -7.802038  -1.363324  0.231
H  -5.703023  -7.465158  -0.447573  0.330
H  -5.757142  -7.160402  -2.199198  0.323
H  -7.579685  -3.448801  -0.630819  0.396
H  -6.069149  -1.477362  -0.385935  0.431
Cl  1.169550  -1.908985  -1.183156  0.030
C  2.124948  -3.357021  -1.010403  0.340
C  3.447350  -3.241797  -1.403173  -0.829
C  4.321313  -4.316939  -1.291432  -0.473
C  3.824444  -5.505023  -0.777491  -0.739
C  2.495948  -5.591684  -0.407021  0.567
Cl  1.993085  -7.163506  0.217190  -0.269
C  1.544077  -4.551174  -0.500391  -0.457
S  -0.105488  -4.720207  -0.068173  -0.352
H  3.779344  -2.287822  -1.792360  0.414
H  5.356274  -4.226483  -1.594905  0.347
H  4.455072  -6.376523  -0.661104  0.347
Se  -0.102085  5.258135  5.252289  0.245
N  -0.998142  6.618669  4.525906  -0.866
C  -1.256674  6.257495  3.288800  0.849
C  -1.968150  7.051545  2.318860  -0.566
C  -2.143409  6.522708  1.090968  -0.748
C  -1.624169  5.195523  0.787992  -0.113
N  -0.987887  4.450308  1.619876  -0.080
C  -0.781366  4.954843  2.884590  0.269
N  -0.141799  4.259488  3.794338  -0.410
H  -2.333355  8.029333  2.602245  0.427
H  -2.665937  7.053528  0.306536  0.372
H  -1.775360  4.797045  -0.218271  0.353

Cartesian forces, eV/Å:
-1.6 1.7 -0.3
0.0 0.0 0.0
0.0 0.0 0.0
0.0 0.0 0.1
0.0 -0.1 0.0
0.0 0.1 0.0
0.1 0.0 0.1
0.0 0.0 0.0
0.0 0.1 0.0
0.0 -0.1 -0.2
0.1 0.0 -0.1
0.0 0.0 0.0
0.0 0.0 0.0
0.1 -0.1 0.1
0.2 -0.7 0.1
0.1 -0.1 0.1
0.0 0.1 -0.2
-0.1 0.0 0.0
0.0 0.1 0.0
0.1 -0.1 0.0
-0.1 -0.1 0.0
0.1 0.1 0.0
0.0 -0.1 0.0
0.0 0.0 0.0
0.0 0.0 -0.1
0.0 0.0 0.0
0.0 0.0 0.0
0.0 -0.1 0.0
0.0 0.0 0.0
-0.1 -0.2 0.1
0.5 -0.2 -0.3
-0.1 -0.2 0.0
0.0 0.0 0.0
0.0 0.2 0.0
0.0 0.0 0.0
0.0 0.0 0.0
0.1 0.1 0.0
0.0 0.0 0.0
0.0 0.0 0.0
0.0 0.0 0.0
0.0 -0.1 0.0
0.0 -0.1 -0.1
0.1 0.0 0.1
0.0 0.0 0.1
-0.1 -0.1 -0.1
0.6 -0.5 0.3
0.0 0.0 0.0
0.0 0.0 -0.1
0.3 -0.4 0.0
-0.4 0.3 0.1
0.0 -0.1 0.1
0.1 0.0 0.0
-0.1 0.0 0.0
0.0 0.1 0.0
0.0 0.0 0.0
0.1 -0.1 0.0
0.0 -0.1 -0.1
0.0 0.0 0.0
0.0 0.0 0.0
0.0 0.0 0.0
0.0 0.0 0.0
0.0 0.0 0.0
0.0 0.0 0.0
0.0 0.0 0.0
0.0 0.0 0.0
0.0 0.0 0.0
0.0 0.0 0.0
0.0 0.0 0.0
0.0 0.0 0.0
0.0 0.0 0.0
0.0 0.0 0.0
0.0 0.0 0.0
0.0 0.0 0.0
0.0 0.0 0.0
0.0 0.0 0.0
0.0 0.0 0.0
0.0 0.0 0.0
0.0 0.0 0.0
0.0 0.0 0.0
0.0 0.0 0.0
0.0 0.0 0.0
0.0 0.0 0.0
0.0 0.0 0.0
0.0 0.0 0.0
0.0 0.0 0.0
0.0 0.0 0.0
0.0 0.0 0.0
0.0 0.0 0.0
0.0 0.0 0.0
0.0 0.0 0.0
0.0 0.0 0.0
0.0 0.0 0.0
0.0 0.0 0.0
-0.1 -0.2 0.1
0.0 0.3 -0.1
0.0 -0.1 0.1
-0.1 0.0 0.0
0.1 0.1 0.0
-0.1 -0.4 0.1
0.0 0.1 -0.1
0.1 0.1 -0.1
-0.1 0.0 0.0
0.0 0.0 0.0
0.0 0.0 0.0
0.0 0.0 0.0
-0.1 0.0 -0.1
0.0 0.1 0.1
-0.1 0.2 -0.1
0.1 -0.1 0.2
0.1 -0.4 -0.1
-0.2 0.6 0.0
0.2 0.5 0.5
-0.1 -0.1 -0.3
0.1 0.0 0.1
0.0 0.0 0.0
0.0 0.0 0.0
0.0 0.1 0.2


No. 2
The following is a DFT calculation (wB97M-V/def2-TZVPD) of a structure of composition C59H51AgAsN6O2P2S.

total charge: -1

Each line ends with the Mulliken charge.
Element x y z (Å)
Ag  0.132051  0.056625  -0.063664  4.614
S  2.368206  -0.170056  1.140744  -0.381
C  3.840689  -0.035492  0.226772  1.299
C  5.030782  0.164748  0.948447  -1.035
C  6.263176  0.132201  0.326232  -0.659
C  6.344485  -0.085801  -1.044551  -1.059
C  5.175969  -0.241850  -1.772426  -0.484
C  3.920825  -0.204106  -1.167025  -1.279
As  2.281550  -0.517901  -2.182508  0.553
C  2.348636  -2.488785  -2.024058  0.655
C  3.169310  -3.132487  -1.099780  -0.592
C  3.059322  -4.498277  -0.870527  -0.521
C  2.102948  -5.246548  -1.539671  -0.960
C  1.290305  -4.623566  -2.477170  -0.637
C  1.430437  -3.267602  -2.730366  -0.607
C  3.089986  -0.335829  -3.972887  -0.412
C  3.495972  0.942157  -4.363180  -0.136
C  4.110220  1.148702  -5.587823  -0.681
C  4.324790  0.081658  -6.452249  -0.418
C  3.895750  -1.185524  -6.088902  -0.822
C  3.279226  -1.390626  -4.860242  -0.022
H  4.954340  0.325772  2.016956  0.494
H  7.167095  0.272183  0.909443  0.349
H  7.306610  -0.137141  -1.540256  0.377
H  5.244318  -0.406835  -2.840555  0.409
H  3.895663  -2.560624  -0.535463  0.143
H  3.722633  -4.978128  -0.159560  0.472
H  1.987118  -6.304763  -1.336151  0.371
H  0.528660  -5.191484  -2.998261  0.442
H  0.809950  -2.810093  -3.490189  0.925
H  3.311641  1.771467  -3.691227  0.452
H  4.429555  2.144753  -5.871464  0.400
H  4.822870  0.238773  -7.401677  0.364
H  4.056131  -2.022296  -6.759368  0.416
H  2.955545  -2.389839  -4.593312  0.331
C  -1.361951  0.140393  4.448163  -1.665
N  -0.851230  0.100300  3.078651  1.360
P  -0.683181  1.495756  2.063301  -0.022
C  -1.863731  2.654821  2.867504  0.417
C  -1.495777  3.818592  3.540159  -0.519
C  -2.463398  4.664374  4.066697  -0.720
C  -3.809513  4.362173  3.927255  -0.576
C  -4.188445  3.220160  3.233332  -0.641
C  -3.224390  2.384636  2.694957  -0.340
C  0.883252  2.303154  2.555013  1.129
C  1.453107  3.114050  1.574688  -0.837
C  2.672315  3.731613  1.796385  -0.517
C  3.337216  3.536590  2.999564  -0.549
C  2.770357  2.737132  3.981207  -0.733
C  1.545841  2.124625  3.762378  -0.056
P  -0.561451  -1.347895  2.216491  -0.671
C  0.802815  -2.210609  3.086289  0.799
C  1.205717  -1.956458  4.389174  -0.446
C  2.247810  -2.680542  4.955603  -0.727
C  2.883626  -3.675735  4.231214  -0.738
C  2.478710  -3.941131  2.928547  -0.617
C  1.453926  -3.208113  2.359415  -0.266
C  -1.942707  -2.433361  2.782226  0.646
C  -3.236961  -1.906928  2.805916  -0.560
C  -4.328281  -2.707975  3.098652  -0.678
C  -4.153347  -4.063015  3.343861  -0.521
C  -2.878063  -4.606254  3.290617  -0.735
C  -1.782599  -3.800935  3.013682  -0.361
H  -2.310156  0.677003  4.507973  0.334
H  -0.668977  0.640652  5.130887  0.256
H  -1.528105  -0.874024  4.806312  0.566
H  -0.448755  4.063314  3.654944  0.429
H  -2.162591  5.563046  4.591829  0.415
H  -4.561302  5.017424  4.350097  0.370
H  -5.239915  2.991282  3.106048  0.421
H  -3.511563  1.516399  2.109781  0.248
H  0.956870  3.207813  0.613446  0.159
H  3.119948  4.336666  1.017813  0.379
H  4.308075  3.988556  3.163051  0.342
H  3.290608  2.583006  4.919623  0.368
H  1.130656  1.475270  4.523497  -0.014
H  0.729062  -1.180685  4.973734  0.131
H  2.563822  -2.461799  5.968870  0.384
H  3.698760  -4.235837  4.672838  0.353
H  2.975860  -4.710030  2.349574  0.380
H  1.174887  -3.379641  1.324560  0.374
H  -3.380060  -0.854740  2.584174  0.305
H  -5.322130  -2.277813  3.132885  0.421
H  -5.005178  -4.693749  3.566389  0.355
H  -2.732062  -5.664449  3.471493  0.411
H  -0.794293  -4.238813  2.983900  0.377
C  -4.029175  2.422099  -2.517858  -0.974
N  -2.583392  2.485407  -2.502346  0.376
C  -1.887897  3.189482  -3.440727  -0.153
C  -0.548863  3.233607  -3.444302  -1.243
C  0.190099  2.500711  -2.413479  -0.004
O  1.421889  2.551252  -2.357086  -0.720
N  -0.545271  1.795640  -1.498355  0.857
C  -1.894794  1.744844  -1.516795  -0.533
O  -2.583541  1.070787  -0.742741  -0.780
H  -4.425314  3.261864  -3.088117  0.399
H  -4.397405  2.462488  -1.495470  0.228
H  -4.381564  1.487560  -2.963540  0.237
H  -2.491654  3.715547  -4.171213  0.306
H  0.001264  3.800570  -4.179997  0.485
C  -2.465020  -3.450508  -1.981422  -1.283
C  -1.714113  -2.658575  -1.123796  -0.476
N  -1.149099  -1.523051  -1.512364  1.607
C  -1.354694  -1.114856  -2.755735  -0.996
C  -2.123199  -1.809241  -3.688636  0.320
C  -2.672666  -3.021659  -3.280242  -0.028
C  -2.400553  -1.193860  -4.993231  -0.775
C  -2.335832  -1.721956  -6.223641  -0.804
C  -1.754130  -2.987449  -6.663717  0.800
C  -1.950487  -3.410706  -7.983611  -0.850
C  -1.308791  -4.558463  -8.395765  -0.206
N  -0.498793  -5.251842  -7.597218  -0.637
C  -0.374996  -4.769992  -6.363587  -0.092
N  -0.964123  -3.702032  -5.849831  -0.096
H  -2.888906  -4.382078  -1.630347  0.509
H  -1.562721  -2.942175  -0.087600  0.003
H  -0.860571  -0.189563  -3.042893  0.224
H  -3.270155  -3.603779  -3.971087  0.492
H  -2.729516  -0.160576  -4.926168  0.339
H  -2.697422  -1.105782  -7.040000  0.291
H  -2.585975  -2.851723  -8.657449  0.401
H  -1.429122  -4.945821  -9.401965  0.395
H  0.295508  -5.313824  -5.705813  0.400

Cartesian forces, eV/Å:
0.4 0.0 -0.1
0.1 -0.2 0.0
-0.2 0.0 0.0
0.1 0.0 -0.1
0.0 0.0 0.1
0.0 0.0 -0.1
0.0 0.0 -0.1
0.3 0.1 0.0
0.2 -0.3 0.0
0.0 -0.1 0.0
0.0 0.1 0.1
0.0 0.0 0.0
0.0 0.0 0.0
0.0 -0.1 0.0
0.0 0.1 0.1
0.0 -0.1 -0.1
-0.2 0.0 0.1
0.0 0.0 -0.1
0.0 0.0 0.0
0.0 0.0 -0.1
0.0 0.0 0.0
0.0 0.0 0.0
0.0 0.0 0.0
0.0 0.0 0.0
0.0 0.0 0.0
0.0 0.0 0.0
0.0 0.0 0.0
0.0 0.0 0.0
0.0 0.0 -0.1
-0.2 0.0 0.0
0.0 0.1 0.0
0.0 0.0 0.0
0.0 0.0 0.0
0.0 0.0 0.0
0.1 0.0 0.0
0.2 0.1 0.1
-0.2 -0.1 -0.1
0.3 0.3 0.5
-0.2 0.0 -0.2
0.0 -0.1 0.0
0.0 0.0 0.0
0.0 0.0 0.0
-0.1 0.0 0.0
0.1 0.0 0.0
-0.1 0.1 0.0
-0.1 -0.1 0.0
0.0 0.0 0.0
0.0 0.0 0.0
0.0 0.0 0.1
0.0 0.0 0.0
-0.1 -0.2 0.4
-0.1 -0.1 -0.1
0.1 0.0 0.1
0.0 0.0 0.1
0.0 0.0 -0.1
0.1 -0.1 0.0
-0.1 0.1 0.0
-0.2 0.0 -0.2
0.1 0.0 0.0
-0.1 0.0 0.0
0.0 0.0 0.0
0.0 0.0 0.0
0.0 0.1 0.0
0.0 0.0 -0.1
0.0 0.0 0.0
0.0 0.0 0.0
0.0 0.0 0.0
0.0 0.0 0.0
0.0 0.0 0.0
0.0 0.0 0.0
0.0 0.0 0.0
0.1 0.0 0.0
0.0 0.0 0.0
0.0 0.0 0.0
0.0 0.0 0.0
0.0 0.0 0.0
0.0 0.0 -0.1
0.0 0.0 0.0
0.0 0.0 0.0
0.0 0.0 0.0
0.0 0.0 0.0
0.0 0.0 0.0
0.0 0.0 0.0
0.0 0.0 0.0
0.0 0.0 0.0
0.0 0.0 0.0
0.0 -0.1 0.0
0.0 0.0 0.1
0.0 0.1 -0.1
0.0 -0.1 -0.1
0.1 0.2 0.3
-0.1 0.0 -0.1
-0.3 -0.2 -0.1
-0.1 0.1 -0.1
0.1 0.1 -0.1
0.0 0.0 0.0
0.0 0.0 0.0
0.0 0.0 0.0
0.0 0.0 0.0
0.0 0.0 0.0
0.0 0.0 0.0
0.0 0.0 -0.1
0.0 -0.1 0.0
0.0 0.1 -0.3
0.2 -0.1 0.3
0.0 0.1 0.0
0.0 -0.2 -0.3
-0.1 0.4 0.3
0.2 -0.5 -0.2
-0.1 0.1 0.1
0.1 -0.1 0.0
-0.1 0.0 0.0
0.1 -0.1 0.0
-0.1 0.3 0.0
0.0 0.0 0.0
0.0 0.0 0.0
-0.1 0.0 0.1
0.0 0.0 0.0
0.0 0.0 -0.1
0.1 0.0 0.0
0.0 0.0 0.0
0.0 0.1 0.0
0.0 0.0 0.0


Record-wise HOMO level values, in Eh: -0.04596, -0.13779